{
  "formula": "C39H34ClN3O3PPd",
  "method": "the ωB97M-V functional and the def2-TZVPD basis",
  "spin_multiplicity": 5,
  "max_force_ev_per_a": 0.12,
  "total_charge": 3,
  "relative_energy_kcal_mol": 0.0,
  "e_tot_ha": -2824.87896,
  "s2": 6.081,
  "orbital_gap_ev": [5.1, 5.8],
  "homo_energy_ev": [-15.55, -17.25],
  "elements": ["Pd", "C", "C", "C", "C", "C", "O", "C", "N", "C", "C", "C", "C", "C", "C", "P", "C", "C", "C", "C", "C", "C", "C", "C", "C", "C", "C", "C", "H", "H", "H", "H", "H", "H", "H", "H", "H", "H", "H", "H", "H", "H", "H", "H", "H", "H", "H", "H", "H", "H", "H", "H", "O", "C", "O", "C", "C", "C", "C", "C", "C", "C", "C", "C", "N", "H", "H", "H", "H", "H", "H", "Cl", "C", "C", "C", "C", "N", "C", "H", "H", "H", "H"],
  "coordinates": [[-0.88046, -0.50320, 0.42232], [-4.78496, 2.15900, 1.94445], [-3.65379, 1.16869, 1.65110], [-3.69195, 0.82458, 0.16993], [-2.30843, 1.76131, 2.06570], [-2.27989, 2.21725, 3.53072], [-1.09664, 1.57870, 4.08178], [-0.62996, 0.73177, 3.20282], [-1.18977, 0.75559, 2.02981], [0.41645, -0.17151, 3.70807], [0.56282, -0.26013, 5.08650], [1.48272, -1.14077, 5.64752], [2.26201, -1.94122, 4.83500], [2.13085, -1.86199, 3.45213], [1.21928, -0.97671, 2.88014], [1.28820, -0.83165, 1.10400], [1.90244, -2.35058, 0.42474], [3.14067, -2.41473, -0.22436], [3.60796, -3.64047, -0.67539], [2.85121, -4.78898, -0.48293], [1.62463, -4.72905, 0.17689], [1.14885, -3.51549, 0.63384], [2.21344, 0.59283, 0.59919], [2.58538, 1.55320, 1.54670], [3.32374, 2.65518, 1.14796], [3.69276, 2.80061, -0.18314], [3.32277, 1.84813, -1.12957], [2.57694, 0.75108, -0.74593], [-5.73315, 1.75650, 1.59104], [-4.61430, 3.10602, 1.42691], [-4.90399, 2.36544, 3.00704], [-3.80904, 0.26066, 2.24469], [-3.74825, 1.72767, -0.44308], [-4.54396, 0.19068, -0.06778], [-2.79405, 0.29051, -0.19280], [-2.06214, 2.58810, 1.39513], [-3.12737, 1.84895, 4.10463], [-2.17537, 3.28831, 3.67130], [-0.05612, 0.34869, 5.72910], [1.57537, -1.19966, 6.72356], [2.97623, -2.63057, 5.26455], [2.75335, -2.48636, 2.82603], [3.75198, -1.53109, -0.34659], [4.57121, -3.70042, -1.16362], [3.22457, -5.74230, -0.83367], [1.05250, -5.63168, 0.34448], [0.20494, -3.47612, 1.16687], [2.33510, 1.42745, 2.59250], [3.63218, 3.38853, 1.88069], [4.28730, 3.65347, -0.48402], [3.62968, 1.96043, -2.16106], [2.29354, 0.01143, -1.48573], [-4.14757, -1.42967, -2.10145], [-2.98663, -1.42526, -2.17654], [-2.28081, -2.19152, -1.09419], [-0.61023, -0.59283, -2.73647], [0.20498, -0.20028, -3.93761], [0.53606, 1.07278, -4.15211], [0.25993, 2.08358, -3.16124], [0.54180, 3.42628, -3.36870], [0.42181, 4.34086, -2.33705], [0.06110, 3.90877, -1.04024], [-0.22399, 2.59884, -0.80260], [-0.20000, 1.64657, -1.86518], [-0.53357, 0.38116, -1.63962], [0.42185, -0.97438, -4.66087], [1.04999, 1.36334, -5.06025], [0.87610, 3.74924, -4.34656], [0.63388, 5.38673, -2.51374], [0.01623, 4.63040, -0.23525], [-0.47431, 2.25336, 0.18876], [-3.18419, -1.68254, -5.57523], [-2.08745, -1.87186, -4.31281], [-1.30496, -3.01037, -4.14223], [-0.42012, -3.10855, -3.10254], [-0.18151, -1.96999, -2.16269], [-0.97752, -1.99707, -0.93260], [-2.07003, -0.82343, -3.21822], [-1.39722, -3.82091, -4.85443], [0.17013, -4.00163, -2.95593], [0.85776, -1.93394, -1.83814], [-2.52897, 0.10624, -3.55447]],
  "atomic_forces_ev_per_a": [[0.0, 0.1, 0.1], [0.0, 0.0, 0.0], [0.0, 0.0, 0.0], [0.0, 0.0, 0.0], [0.0, 0.0, 0.0], [0.0, 0.0, 0.0], [0.0, 0.0, 0.0], [0.0, 0.0, 0.0], [0.0, 0.0, 0.0], [0.0, 0.0, 0.0], [0.0, 0.0, 0.0], [0.0, 0.0, 0.0], [0.0, 0.0, 0.0], [0.0, 0.0, 0.0], [0.0, 0.0, 0.0], [0.0, 0.0, 0.0], [0.0, 0.0, 0.0], [0.0, 0.0, 0.0], [0.0, 0.0, 0.0], [0.0, 0.0, 0.0], [0.0, 0.0, 0.0], [0.0, 0.0, 0.0], [0.0, 0.0, 0.0], [0.0, 0.0, 0.0], [0.0, 0.0, 0.0], [0.0, 0.0, 0.0], [0.0, 0.0, 0.0], [0.0, 0.0, 0.0], [0.0, 0.0, 0.0], [0.0, 0.0, 0.0], [0.0, 0.0, 0.0], [0.0, 0.0, 0.0], [0.0, 0.0, 0.0], [0.0, 0.0, 0.0], [0.0, -0.1, 0.0], [0.0, 0.0, 0.0], [0.0, 0.0, 0.0], [0.0, 0.0, 0.0], [0.0, 0.0, 0.0], [0.0, 0.0, 0.0], [0.0, 0.0, 0.0], [0.0, 0.0, 0.0], [0.0, 0.0, 0.0], [0.0, 0.0, 0.0], [0.0, 0.0, 0.0], [0.0, 0.0, 0.0], [0.0, 0.0, 0.0], [0.0, 0.0, 0.0], [0.0, 0.0, 0.0], [0.0, 0.0, 0.0], [0.0, 0.0, 0.0], [0.0, 0.0, 0.0], [0.0, 0.0, 0.0], [0.0, 0.0, 0.0], [0.0, 0.0, 0.0], [0.0, 0.0, 0.0], [0.0, 0.0, 0.0], [0.0, 0.0, 0.0], [0.0, 0.0, 0.0], [0.0, 0.0, 0.0], [0.0, 0.0, 0.0], [0.0, 0.0, 0.0], [0.0, 0.0, 0.0], [0.0, 0.0, 0.0], [0.0, 0.0, 0.0], [0.0, 0.0, 0.0], [0.0, 0.0, 0.0], [0.0, 0.0, 0.0], [0.0, 0.0, 0.0], [0.0, 0.0, 0.0], [0.0, 0.0, 0.0], [0.0, 0.0, 0.0], [0.0, 0.0, 0.0], [0.0, 0.0, 0.0], [0.0, 0.0, 0.0], [0.0, 0.0, 0.0], [0.0, 0.0, 0.0], [0.0, 0.0, 0.0], [0.0, 0.0, 0.0], [0.0, 0.0, 0.0], [0.0, 0.0, 0.0], [0.0, 0.0, 0.0]],
  "lowdin_spin": [0.588, 0.000, 0.001, 0.004, -0.001, 0.000, 0.009, 0.012, 0.012, 0.003, 0.003, 0.007, 0.000, 0.010, 0.015, 0.043, 0.008, 0.007, 0.003, 0.005, 0.004, 0.008, 0.003, 0.004, -0.001, 0.005, 0.001, 0.006, 0.000, 0.000, 0.000, 0.000, 0.000, 0.000, 0.001, 0.000, 0.000, 0.000, 0.000, 0.000, 0.000, 0.000, 0.000, 0.000, 0.000, 0.000, 0.003, 0.000, 0.000, 0.000, 0.000, 0.001, 0.064, 0.040, 0.169, 0.110, 0.125, 0.001, 0.150, -0.018, 0.190, 0.012, 0.095, 0.106, 0.483, 0.009, -0.001, -0.003, 0.009, -0.002, 0.003, 0.147, 0.349, 0.007, 0.318, 0.112, 0.668, 0.072, -0.005, 0.017, 0.005, 0.002]
}